(1)
Below is an isolated molecule of C17H18N6O4S2 in a non-equilibrium geometry, with properties calculated with ωB97M-V with the def2-TZVPD basis set.

```
47
Properties=species:S:1:pos:R:3
S -2.11 -2.35 -0.83
S -4.62 1.89 1.28
O -0.39 1.29 -0.95
O -5.65 -2.29 -1.07
O -0.23 3.01 0.49
O 4.09 -0.32 0.74
N -1.30 -1.21 1.55
N -3.42 -1.64 1.45
N -5.01 -0.29 -0.29
N -2.91 0.80 -0.31
N -3.12 -1.07 2.60
N -1.88 -0.81 2.68
C 0.07 -1.03 1.32
C 2.13 -1.68 0.27
C 0.78 -1.89 0.49
C 4.90 -1.13 -0.09
C -2.29 -1.73 0.77
C 0.72 0.02 1.96
C -3.48 -1.55 -1.75
C -2.28 1.84 0.29
C 0.95 1.49 -1.38
C -0.86 2.13 -0.03
C 6.31 -0.57 -0.06
C 2.78 -0.62 0.89
C -4.78 -1.46 -1.00
C -4.13 0.67 0.09
C 1.03 2.57 -2.45
C 2.06 0.22 1.75
C -3.04 2.54 1.18
H 4.51 -1.12 -1.12
H 1.57 1.76 -0.52
H 0.38 2.32 -3.29
H 2.65 -2.35 -0.38
H -3.12 -0.56 -2.04
H -2.74 3.39 1.76
H 4.90 -2.17 0.27
H 2.58 1.03 2.23
H 0.28 -2.72 0.01
H 6.96 -1.17 -0.69
H 0.72 3.53 -2.03
H 0.16 0.67 2.62
H 6.31 0.46 -0.41
H 1.27 0.52 -1.77
H -3.62 -2.20 -2.61
H -5.90 -0.30 0.21
H 2.06 2.66 -2.80
H 6.69 -0.58 0.96
```

## Properties
E_LUMO (eV): 0.35
Kohn-Sham gap (eV): 9.06
Energy (hartree): -2084.47804
HOMO energy (Ha): -0.32012
Energy above the lowest of the compared OMol25 structures with the same formula, charge and spin (kJ/mol): 0.0
Maximum force (Eh/bohr): 0.0350

***

(2)
Below is the ion C2H3N2O4S with charge -1 in a non-equilibrium geometry, with properties calculated with ωB97M-V with the def2-TZVPD basis set.

```
12
Properties=species:S:1:pos:R:3
S 0.23 2.33 -1.25
O -4.60 1.24 -0.67
O -0.48 2.76 -2.42
O -1.40 2.60 0.06
O 1.50 1.29 -1.83
N 0.37 0.71 -1.24
N -3.47 1.57 -0.45
C -2.65 2.39 -0.16
C 0.54 0.07 0.02
H 0.71 0.72 1.01
H 1.32 -0.81 -0.01
H -0.30 -0.45 0.28
```

## Properties
E_LUMO (eV): 3.74
Kohn-Sham gap (eV): 7.56
Total charge: -1
Energy (hartree): -886.49772
HOMO energy (Ha): -0.14043
Energy above the lowest of the compared OMol25 structures with the same formula, charge and spin (kJ/mol): 540.2
Maximum force (Eh/bohr): 0.0869

***

(3)
Below is the ion C6H9O2 with charge -1 in a non-equilibrium geometry, with properties calculated with ωB97M-V with the def2-TZVPD basis set.

```
17
Properties=species:S:1:pos:R:3
O 2.39 1.89 -1.05
O 3.00 0.09 -0.04
C -2.33 0.33 1.53
C 1.06 0.02 -1.53
C 2.14 0.71 -0.76
C -0.22 -0.47 -0.81
C -1.26 -0.46 1.45
C 0.02 -0.20 0.74
H 1.60 -0.86 -1.99
H 0.52 0.84 0.78
H -1.16 -1.35 2.07
H 0.69 0.60 -2.44
H -2.62 1.24 0.93
H -3.15 -0.06 2.21
H -0.31 -1.52 -1.10
H -1.05 0.19 -1.12
H 0.67 -0.99 1.11
```

## Properties
E_LUMO (eV): 3.65
Kohn-Sham gap (eV): 7.01
Total charge: -1
Energy (hartree): -384.49180
HOMO energy (Ha): -0.12354
Energy above the lowest of the compared OMol25 structures with the same formula, charge and spin (kJ/mol): 141.1
Maximum force (Eh/bohr): 0.0782

***

(4)
Below is a structure of composition C24H60F6MgO12 in a non-equilibrium geometry, with properties calculated with ωB97M-V with the def2-TZVPD basis set.

```
103
Properties=species:S:1:pos:R:3
Mg 0.21 0.66 -0.46
F -0.33 4.29 -1.32
F -0.64 -0.05 -5.12
F -2.19 0.70 -3.73
F -2.01 -1.43 -4.15
F 0.82 5.74 -0.23
F 1.92 4.33 -1.39
O -0.70 -0.71 -1.62
O 0.21 1.03 -2.73
O 2.04 -0.07 -1.13
O -2.26 -2.53 -0.63
O -0.90 -2.95 1.56
O -2.54 1.16 4.86
O 0.92 -5.71 -3.16
O -1.66 1.53 0.04
O 0.24 -0.51 1.39
O 3.89 1.76 -0.42
O 0.00 3.59 1.56
O 1.21 2.24 0.11
C -3.30 0.68 3.72
C 1.93 0.36 2.77
C -3.36 2.80 -1.23
C -1.29 -0.32 -3.96
C 1.24 -5.99 -0.78
C 1.04 3.46 0.58
C 0.12 4.62 2.56
C 0.46 0.00 2.69
C 2.40 -1.41 -0.86
C -4.06 -1.74 0.88
C -0.93 -4.19 2.34
C -2.76 1.50 -0.82
C 0.48 -4.60 2.84
C 0.81 4.46 -0.62
C 1.06 -6.69 -2.07
C -4.75 0.32 4.00
C -1.16 4.59 3.39
C -0.21 -0.37 -2.86
C 0.93 2.69 -4.33
C -3.61 -2.09 -0.53
C 4.62 2.60 -1.28
C 3.61 -1.81 -1.67
C 1.35 1.47 -3.48
C 5.87 1.88 -1.83
H 2.52 -0.39 2.34
H -1.60 -3.02 0.87
H -1.26 3.60 3.80
H 0.64 -1.00 -3.16
H 6.41 1.37 -0.99
H -3.07 1.66 5.53
H 0.35 -5.39 -0.48
H -0.12 0.87 2.96
H -3.70 -2.58 1.44
H -5.20 -0.22 3.20
H -1.76 2.29 0.63
H -4.03 3.23 -0.47
H -2.40 1.00 -1.68
H 1.58 -2.05 -1.18
H 3.43 -1.80 -2.74
H -0.25 -1.41 1.46
H -3.62 -0.82 1.13
H 1.90 -7.44 -2.21
H 0.96 4.33 3.21
H 0.40 -5.42 3.56
H -3.58 0.92 -0.49
H 0.49 -6.12 -3.97
H 0.33 5.57 2.13
H -2.75 -0.21 3.37
H 5.04 3.46 -0.69
H 0.11 -7.21 -2.15
H -1.60 -3.98 3.18
H -3.70 -1.11 -1.09
H 0.12 2.40 -4.97
H -3.28 1.41 2.86
H 2.27 0.66 3.74
H 4.52 -1.18 -1.52
H 0.18 -0.71 3.43
H -1.96 4.90 2.71
H 3.24 2.33 0.01
H 1.74 3.11 -4.88
H -5.38 1.15 4.18
H 4.02 3.00 -2.08
H -2.59 3.50 -1.55
H 2.76 0.55 -0.91
H 2.16 1.71 -2.77
H 1.74 0.63 -4.18
H 1.05 -3.77 3.35
H -1.32 5.35 4.23
H 0.54 3.52 -3.69
H 0.99 -4.94 1.98
H -1.67 -1.88 -1.06
H 3.81 -2.86 -1.55
H 6.46 2.63 -2.29
H 1.91 3.89 1.12
H -3.95 2.61 -2.15
H -4.19 -2.99 -0.95
H 1.35 -6.81 -0.13
H -5.13 -1.64 0.97
H 2.57 -1.57 0.21
H -1.41 -5.00 1.83
H 2.04 1.22 2.13
H 5.64 1.19 -2.64
H 2.20 -5.48 -0.76
H -4.71 -0.31 4.92
```

## Properties
E_LUMO (eV): 0.65
Kohn-Sham gap (eV): 9.93
Energy (hartree): -2652.68692
HOMO energy (Ha): -0.34103
Maximum force (Eh/bohr): 0.0487

***

(5)
Below is an isolated molecule of C22H24N6O2S in a non-equilibrium geometry, with properties calculated with ωB97M-V with the def2-TZVPD basis set.

```
55
Properties=species:S:1:pos:R:3
S 2.92 0.24 1.36
O 4.30 0.52 1.66
O 2.09 -0.18 2.45
N 3.50 -3.08 -1.55
N -2.30 2.65 -1.29
N -1.75 -0.24 0.59
N -3.52 2.11 -1.28
N -2.17 0.80 -0.14
N 2.81 -0.96 0.17
C -4.01 -1.07 0.53
C 3.73 -0.74 -0.92
C -3.46 1.00 -0.59
C -1.47 1.88 -0.61
C -6.26 -1.93 0.49
C 2.92 -2.31 0.68
C -4.44 0.03 -0.25
C 2.09 1.57 0.48
C 2.67 2.73 -0.02
C 3.41 -1.72 -2.04
C -5.78 0.13 -0.65
C -6.68 -0.84 -0.28
C 4.11 3.08 0.15
C -2.62 -1.13 0.92
C 0.49 3.32 -0.92
C -4.95 -2.04 0.89
C -2.09 -2.26 1.75
C -0.07 2.15 -0.41
C 2.57 -3.28 -0.45
C 3.30 -4.06 -2.60
C 1.83 3.60 -0.73
C 0.75 1.28 0.30
H 4.59 3.19 -0.82
H -2.21 -3.20 1.23
H -6.07 0.99 -1.24
H 4.13 -1.60 -2.86
H -2.63 -2.31 2.70
H 4.05 -3.90 -3.38
H 0.37 0.37 0.73
H -0.14 4.00 -1.47
H 4.19 4.04 0.67
H 3.93 -2.51 1.04
H 2.30 -3.99 -3.06
H 2.25 4.50 -1.13
H 4.77 -0.88 -0.59
H -1.04 -2.08 1.95
H 3.43 -5.06 -2.19
H 3.61 0.29 -1.27
H -6.98 -2.68 0.77
H -7.71 -0.76 -0.59
H 2.39 -1.50 -2.43
H 4.63 2.32 0.73
H 2.22 -2.40 1.51
H 2.67 -4.30 -0.08
H -4.65 -2.89 1.49
H 1.53 -3.11 -0.76
```

## Properties
E_LUMO (eV): -0.12
Kohn-Sham gap (eV): 8.18
Energy (hartree): -1729.92466
HOMO energy (Ha): -0.30487
Energy above the lowest of the compared OMol25 structures with the same formula, charge and spin (kJ/mol): 273.2
Maximum force (Eh/bohr): 0.0300